No. 1
A structure of composition C29H22BrClINOPPtS. Source: the OMol25 dataset; level of theory: ωB97M-V/def2-TZVPD.

Properties
- 2S+1: 4
- <S²>: 3.77
- Total charge: 0

Each line ends with the Löwdin charge.
Element x y z (Å)
Pt: 1.671 1.996 0.702  0.356
O: 1.511 2.777 -1.327  -0.307
N: 2.529 2.473 -2.132  -0.196
C: 2.336 2.745 -3.444  -0.020
C: 3.316 2.521 -4.366  -0.055
C: 4.538 1.998 -3.932  -0.066
C: 4.710 1.714 -2.604  -0.092
C: 3.685 1.938 -1.667  -0.666
S: 3.877 1.538 -0.005  0.577
H: 1.360 3.149 -3.663  0.141
H: 3.129 2.752 -5.404  0.109
H: 5.338 1.813 -4.636  0.111
H: 5.635 1.299 -2.229  0.108
Cl: 1.831 0.020 3.196  0.657
C: 1.603 -1.458 2.319  -0.678
C: 1.971 -2.634 2.959  -0.130
C: 1.779 -3.849 2.327  -0.071
C: 1.223 -3.891 1.056  -0.068
C: 0.870 -2.713 0.424  -0.096
C: 1.050 -1.471 1.041  -0.368
P: 0.538 0.048 0.169  0.887
C: -1.271 0.084 0.283  -0.360
C: -1.911 1.275 -0.062  -0.156
C: -3.294 1.350 -0.049  -0.074
C: -4.047 0.245 0.327  -0.079
C: -3.416 -0.937 0.678  -0.078
C: -2.030 -1.022 0.651  -0.093
C: 0.858 -0.369 -1.577  -0.353
C: 2.123 -0.841 -1.930  -0.119
C: 2.435 -1.083 -3.259  -0.077
C: 1.492 -0.846 -4.250  -0.086
C: 0.234 -0.375 -3.905  -0.076
C: -0.084 -0.137 -2.575  -0.067
H: 2.398 -2.581 3.951  0.108
H: 2.063 -4.763 2.830  0.110
H: 1.068 -4.838 0.557  0.107
H: 0.445 -2.748 -0.571  0.115
H: -1.322 2.147 -0.322  0.059
H: -3.782 2.280 -0.311  0.110
H: -5.127 0.312 0.359  0.107
H: -3.998 -1.795 0.988  0.110
H: -1.549 -1.946 0.942  0.082
H: 2.867 -1.016 -1.163  0.096
H: 3.419 -1.452 -3.519  0.109
H: 1.737 -1.032 -5.288  0.104
H: -0.508 -0.195 -4.673  0.105
H: -1.071 0.226 -2.317  0.102
Br: -1.400 -1.902 4.130  0.786
C: -2.722 -0.547 4.002  -0.706
C: -4.052 -0.835 4.288  -0.138
C: -4.998 0.174 4.162  -0.093
C: -4.631 1.451 3.757  -0.089
C: -3.299 1.744 3.470  -0.115
C: -2.403 0.719 3.609  -0.003
I: 0.009 3.408 2.203  0.052
H: -4.334 -1.831 4.602  0.100
H: -6.034 -0.044 4.386  0.102
H: -5.382 2.227 3.665  0.104
H: -2.984 2.727 3.146  0.061

***

No. 2
A structure of composition C29H22Co2O11 at a distorted geometry. Source: the OMol25 dataset; level of theory: ωB97M-V/def2-TZVPD.

Properties
- 2S+1: 1
- Total charge: -2

Each line ends with the Löwdin charge.
Element x y z (Å)
C: 4.714 3.517 3.365  -0.093
C: 4.565 2.075 2.980  -0.242
O: 3.148 1.821 2.830  -0.011
C: 2.869 0.692 2.147  -0.454
C: 1.396 0.458 2.115  -0.059
C: 0.500 1.540 1.796  -0.339
C: -0.861 1.544 2.442  -0.127
C: -1.150 0.850 3.627  -0.031
C: -2.470 0.750 4.088  -0.097
C: -3.511 1.371 3.384  -0.114
C: -3.203 2.197 2.292  -0.101
C: -1.884 2.300 1.844  -0.034
O: 0.827 2.413 0.973  0.008
C: 0.939 -0.918 2.166  -0.519
O: -0.166 -1.284 1.761  0.039
O: 1.896 -1.743 2.636  -0.025
C: 1.514 -3.135 2.755  -0.229
C: 2.785 -3.928 2.844  -0.089
O: 3.714 0.008 1.600  0.069
H: 5.776 3.764 3.359  0.063
H: 4.200 4.160 2.644  0.083
H: 4.313 3.705 4.364  0.070
H: 5.057 1.875 2.025  0.116
H: 4.961 1.412 3.762  0.121
H: -0.326 0.392 4.177  0.114
H: -2.669 0.157 4.983  0.087
H: -4.551 1.223 3.688  0.085
H: -3.986 2.768 1.785  0.095
H: -1.613 2.967 1.021  0.112
H: 0.919 -3.254 3.671  0.119
H: 0.929 -3.423 1.876  0.119
H: 2.575 -4.989 2.696  0.064
H: 3.504 -3.609 2.085  0.083
H: 3.239 -3.800 3.829  0.067
O: 1.865 -0.874 -0.442  0.108
C: 0.965 -0.341 -0.935  -0.169
Co: -0.424 0.514 -1.552  0.106
C: -1.795 0.150 -0.570  -0.175
O: -2.813 -0.051 -0.055  0.096
C: -0.176 2.271 -1.461  -0.193
O: -0.178 3.422 -1.555  0.085
C: -1.174 -0.214 -3.189  -0.313
C: -2.158 -1.308 -3.231  -0.203
C: -2.056 -2.434 -2.383  -0.037
C: -2.990 -3.472 -2.469  -0.104
C: -4.076 -3.386 -3.347  -0.136
C: -4.201 -2.259 -4.167  -0.118
C: -3.241 -1.243 -4.134  -0.033
C: -1.140 0.959 -4.005  -0.395
C: -1.915 1.977 -4.391  -0.051
Co: 0.445 0.215 -3.884  0.075
C: 1.599 -1.048 -3.381  -0.143
O: 2.310 -1.936 -3.180  0.125
C: 1.343 1.739 -3.670  -0.124
O: 1.939 2.725 -3.612  0.126
C: 0.724 -0.104 -5.598  -0.116
O: 0.923 -0.380 -6.703  0.104
H: -1.224 -2.487 -1.676  0.114
H: -2.862 -4.349 -1.835  0.090
H: -4.809 -4.193 -3.398  0.080
H: -5.041 -2.172 -4.855  0.083
H: -3.338 -0.376 -4.792  0.098
H: -1.471 2.782 -4.979  0.028
H: -2.985 1.998 -4.163  0.041

***

No. 3
A structure of composition C29H23BBr3CaClF16K2N3O17S4 at a distorted geometry. Source: the OMol25 dataset; level of theory: ωB97M-V/def2-TZVPD.

Properties
- 2S+1: 1
- Total charge: -1

Each line ends with the Löwdin charge.
Element x y z (Å)
C: 1.263 1.447 4.893  -0.026
C: 1.041 1.844 3.435  -0.193
O: 1.946 1.136 2.550  -0.092
C: 1.557 1.408 1.272  -0.161
C: 2.134 2.418 0.501  0.007
C: 3.291 3.205 1.194  -0.216
C: 2.835 4.429 2.003  -0.195
C: 3.421 4.443 3.412  -0.768
F: 3.380 3.195 3.997  -0.070
Br: 5.337 4.846 3.270  0.755
C: 2.655 5.408 4.381  -0.858
F: 1.343 5.455 4.069  0.026
F: 2.721 4.825 5.629  -0.024
Br: 3.452 7.236 4.471  0.454
C: 1.637 2.569 -0.806  -0.190
F: 2.133 3.511 -1.550  0.065
C: 0.638 1.737 -1.347  -0.110
S: 0.140 1.978 -3.031  0.790
O: 1.289 2.466 -3.729  -0.248
O: -0.351 0.800 -3.683  -0.270
C: -1.064 3.398 -3.087  -0.458
F: -0.930 4.100 -4.198  0.165
F: -0.708 4.208 -2.068  0.128
C: -2.564 3.043 -2.852  -0.575
F: -2.972 1.989 -3.535  0.181
F: -2.851 2.926 -1.566  0.192
F: -3.280 4.097 -3.304  0.154
C: 0.118 0.736 -0.534  -0.053
C: 0.569 0.566 0.743  -0.009
C: 0.002 -0.564 1.544  -0.259
O: -0.187 -0.536 2.729  0.134
C: -0.291 -1.787 0.726  0.058
B: 0.072 -3.092 1.465  -0.660
O: 0.828 -4.081 0.707  -0.330
O: -0.216 -3.365 2.793  0.079
C: -0.742 -1.645 -0.514  -0.075
N: -0.998 -2.766 -1.365  0.213
C: -0.004 -2.993 -2.033  -0.284
O: 1.004 -3.176 -2.542  0.224
C: -0.964 -0.216 -1.017  -0.228
O: -1.892 0.114 -1.685  0.149
H: 2.283 1.103 5.047  0.054
H: 0.516 0.717 5.192  0.046
H: 1.087 2.340 5.492  0.092
H: 1.186 2.917 3.361  0.097
H: -0.004 1.685 3.172  0.125
H: 3.778 2.450 1.819  0.086
H: 4.135 3.552 0.425  -0.097
H: 3.181 5.317 1.463  0.101
H: 1.745 4.468 1.987  0.118
H: 1.788 -3.915 1.024  0.014
H: 0.587 -3.796 3.156  0.015
Ca: 1.232 -5.689 1.722  0.890
N: 3.412 -2.392 3.255  0.086
C: 4.495 -3.078 3.606  -0.149
C: 5.548 -2.518 4.328  -0.089
C: 5.452 -1.182 4.699  -0.222
C: 4.326 -0.458 4.344  -0.089
C: 3.340 -1.110 3.625  -0.093
H: 4.516 -4.116 3.289  0.075
H: 6.414 -3.113 4.590  0.107
H: 6.253 -0.708 5.262  0.094
H: 4.215 0.585 4.617  0.110
H: 2.440 -0.585 3.324  0.094
C: -0.561 -0.832 -6.836  -0.156
C: 0.140 0.337 -7.484  -0.152
O: 0.374 -0.095 -8.838  -0.190
S: -0.815 -1.061 -9.301  0.591
O: -1.758 -0.307 -10.045  -0.227
O: -0.246 -2.256 -9.810  -0.228
O: -1.434 -1.350 -7.855  -0.189
H: 0.145 -1.618 -6.561  0.136
H: -1.131 -0.536 -5.959  0.125
H: 1.076 0.588 -6.994  0.140
H: -0.501 1.220 -7.514  0.137
Cl: 4.553 4.715 -0.967  -0.271
Br: 4.519 9.248 3.152  -0.533
K: 7.004 0.057 2.887  0.949
C: -1.466 -0.319 6.666  -0.277
O: -0.836 0.537 7.307  0.064
H: -0.976 -1.328 6.585  0.152
H: -2.587 -0.622 7.173  0.206
H: -1.795 -0.065 5.652  0.101
C: -7.120 -5.839 -3.833  -0.665
F: -7.657 -7.072 -3.762  0.093
F: -6.333 -5.837 -4.911  0.129
F: -8.153 -4.987 -4.128  -0.068
S: -6.235 -5.338 -2.302  0.548
O: -5.191 -6.307 -2.176  -0.264
O: -7.253 -5.378 -1.294  -0.274
N: -5.832 -3.926 -2.843  -0.296
S: -4.992 -2.974 -1.868  0.587
O: -3.640 -3.372 -1.621  -0.285
O: -5.711 -2.452 -0.746  -0.267
C: -4.838 -1.569 -3.033  -0.681
F: -6.039 -1.088 -3.400  0.118
F: -4.209 -1.926 -4.164  0.121
F: -4.151 -0.585 -2.485  0.137
K: -9.556 -5.943 -5.736  1.060
F: -3.524 0.238 6.744  -0.253

***

Number 1: energy -5438.971643 hartree. Number 2: energy -4711.441446 hartree. Number 3: energy -15837.071678 hartree.